No. 1
Below is a molecular structure, C9H9N3O2, with properties calculated with ωB97M-V with the def2-TZVPD basis set.

Element x y z (Å)
C: -1.20127 -0.11231 0.41396
C: 1.21175 -0.19185 -0.12264
H: -0.96241 2.77972 -1.20792
H: 1.91810 -0.83273 0.36766
H: 1.18034 0.92791 1.83848
C: -0.36242 0.80176 -1.68000
H: 1.07714 -1.43402 2.46381
C: -0.09584 -2.03514 -0.44772
H: -1.39392 -0.78652 -1.65766
C: 0.61005 -0.28953 -1.27352
C: -0.89437 -0.90785 -0.68766
H: -0.13355 -2.79199 -1.18496
H: -0.38843 0.41427 2.28163
C: -0.36504 -0.25900 1.50144
N: 0.61478 -2.31044 0.66215
C: -0.02770 1.96386 0.43845
N: -0.61071 1.89551 -0.78642
H: -1.76117 0.85596 0.34074
H: 1.06782 -0.98946 -2.01736
N: 0.72750 0.87276 0.87861
O: -0.79387 0.63076 -2.80912
O: 0.11123 3.10771 1.03376
C: 0.47198 -1.30936 1.65428

Output
- ΔE to the lowest compared entry with this formula, charge and spin (kcal per mole) = 302.1
- gap between HOMO and LUMO (eV) = 6.9
- highest occupied orbital energy (eV) = -7.24
- calculated total energy (hartree) = -662.687862

No. 2
Below is 2 unconnected molecules or ions with the total composition C3H8N2O2, with properties calculated with ωB97M-V with the def2-TZVPD basis set.

Element x y z (Å)
H: -0.58470 1.38746 0.94963
O: 2.55872 0.62110 0.35153
H: 0.87005 0.57262 1.02262
N: -2.39594 0.98985 -0.15407
C: 2.74915 0.29704 -0.94336
H: -3.34208 1.28587 -0.34923
C: -2.21725 -0.43648 -0.23098
C: -0.79138 -0.59836 0.32860
H: 3.67570 0.87313 -1.42279
H: 3.05924 -0.80212 -0.95566
H: -2.25843 -0.74874 -1.34971
N: -0.19004 0.46288 1.08826
H: 1.94426 0.64147 -1.71032
H: -3.01674 -1.13273 0.27504
O: -0.14480 -1.59852 -0.09209

Output
- ΔE to the lowest compared entry with this formula, charge and spin (kcal per mole) = 210.6
- gap between HOMO and LUMO (eV) = 3.1
- highest occupied orbital energy (eV) = -7.84
- calculated total energy (hartree) = -378.805324

No. 3
Below is a gas-phase ion, C10H13N2S (charge +1), with properties calculated with ωB97M-V with the def2-TZVPD basis set.

Element x y z (Å)
H: -1.84085 0.40270 1.42157
C: 3.09735 -0.98366 0.66590
C: 0.69231 -0.25187 -0.67974
H: 4.02198 -1.15498 1.19622
H: -3.45787 -1.47620 -0.73607
H: -3.64711 -1.62091 1.01388
H: -1.23836 -1.13448 0.61974
H: -2.33560 0.69648 -1.28819
H: -0.43992 0.04727 -2.33573
C: -0.44280 0.11137 -1.30400
C: -0.11252 2.27155 0.89226
C: 2.79093 -1.52212 -0.57672
C: -2.01707 -0.30886 0.50265
H: 3.40835 -2.39029 -1.08135
S: 0.49531 3.15479 -0.60141
C: 1.03465 0.25796 0.57392
C: 1.62364 -1.14780 -1.17551
C: -3.34858 -0.89305 0.21403
H: 1.36672 -1.59017 -2.07732
H: 2.39459 0.53966 2.11086
N: 0.30420 1.17245 1.18723
H: -4.04797 -0.08957 0.23304
N: -1.58167 0.39294 -0.72500
H: 1.73896 2.71728 -0.76124
C: 2.24818 -0.04870 1.19775
H: -0.70684 2.84822 1.51323

Output
- total charge = +1
- ΔE to the lowest compared entry with this formula, charge and spin (kcal per mole) = 30.4
- gap between HOMO and LUMO (eV) = 7.5
- highest occupied orbital energy (eV) = -12.44
- calculated total energy (hartree) = -896.230997

No. 4
Below is a molecular structure, C14H32N6O6PdS, with properties calculated with ωB97M-V with the def2-TZVPD basis set.

Element x y z (Å)
H: -2.66606 -0.14309 -4.99794
N: -2.11653 -1.03329 -1.98977
C: 1.87637 4.46471 0.77603
C: 0.11887 -1.93028 1.86695
H: -1.03676 0.99772 0.20809
N: -1.68347 -2.58104 0.47349
C: -1.94332 -0.22363 -3.02074
H: 3.92278 3.79975 1.97289
H: -0.97371 2.17849 -4.05794
H: -1.78844 3.75461 2.10408
Pd: -0.43855 -1.76250 -0.94438
H: -0.69823 4.65052 1.02967
H: 0.69381 -3.11261 3.51607
H: 1.21212 4.36076 -0.09328
N: 0.23915 -0.19410 -2.22949
H: 0.74056 1.72589 -3.81168
S: 1.45703 0.46707 1.33536
H: 2.87313 4.75383 0.42233
O: -0.40153 -4.97069 -1.65384
C: 1.04268 2.25307 1.41068
C: -1.24167 1.55200 1.13609
C: -1.09835 -2.71361 1.67801
H: 1.80594 0.31587 -1.27099
C: -3.02947 0.07786 -3.98875
H: -0.32350 -5.32045 -2.57578
O: -2.91260 -2.92392 0.28967
C: 0.88456 -2.09325 3.14202
C: -0.25023 1.36147 -4.08418
H: 4.43915 -2.23969 1.22028
N: 2.00227 3.18823 1.50012
H: 0.50462 -1.37074 3.88394
H: -1.26943 0.84254 1.97488
C: -0.62647 0.31611 -3.11148
H: 1.00862 -3.36544 -2.36014
H: 0.39304 -3.34370 -0.63889
O: -3.39472 -1.39287 -1.76349
H: -3.27862 -2.04511 -0.96665
C: -1.93244 -3.41070 2.70093
H: -1.38692 -3.60282 3.62754
O: 3.91239 -1.52315 1.62166
C: -0.74009 3.89403 1.82683
H: 3.62103 -0.94671 0.88920
H: 3.84429 2.17512 1.21870
H: -0.84409 -3.01829 -2.10671
O: 1.48087 0.36142 -2.23631
H: -2.21077 2.04557 1.05479
O: 2.47402 0.48874 0.17052
H: 1.51378 5.26939 1.43341
N: -0.24454 2.59505 1.35659
C: 3.36539 2.85921 1.93065
N: 0.45310 -1.14147 0.88698
H: -2.28393 -4.37816 2.30625
H: 1.96160 -1.95893 2.96028
H: -0.24562 0.95788 -5.10205
H: -0.18623 4.24706 2.70842
H: -3.93646 -0.51052 -3.81323
H: 3.35495 2.40954 2.93157
H: -2.83010 -2.80635 2.92911
C: 0.11208 -3.44612 -1.70463
H: -3.29537 1.13971 -3.97173

Output
- 2S+1 = 3
- ΔE to the lowest compared entry with this formula, charge and spin (kcal per mole) = 131.5
- gap between HOMO and LUMO (alpha / beta) (eV) = 5.8 / 6.3
- highest occupied orbital energy (alpha / beta) (eV) = -5.79 / -6.63
- calculated total energy (hartree) = -1858.249023

No. 5
Below is a molecular structure, C36H52BrN3OP2Sr, with properties calculated with ωB97M-V with the def2-TZVPD basis set.

Element x y z (Å)
H: 5.06355 -0.89257 0.26027
C: -2.52667 2.79358 -3.42382
H: 0.27155 0.89403 6.25451
H: 5.79690 3.58868 0.16966
H: 3.20614 -1.00361 -3.42851
H: 5.59878 3.82389 -1.57063
P: -1.45719 -3.90169 -1.76141
H: -2.86434 -2.94869 -3.42994
H: 0.36733 3.90063 -2.11178
C: -0.40197 -5.13804 -2.55679
C: -1.03553 0.11128 -1.39622
Sr: 1.23706 2.24274 -0.51953
H: -4.33035 -3.82233 -0.85139
C: 4.60202 -0.40310 1.13146
H: -2.66743 0.76788 4.73647
H: -1.73268 -1.48610 -0.14755
C: -0.59298 -5.24435 -4.06432
H: -1.99629 -6.39744 0.03617
C: -0.84208 0.45217 3.62655
H: 2.53944 -0.13302 0.46760
H: 0.59408 4.78600 2.86647
H: -0.65312 -6.08100 -2.05153
H: 3.13738 1.18586 1.53085
C: -0.26213 0.48223 -2.54035
H: 2.01752 0.27479 -1.60907
P: 4.07730 1.40489 -0.75000
C: -2.31293 4.32547 -1.55291
H: -5.13250 -3.27689 -2.32785
H: -0.28626 -5.92276 0.20160
C: 3.75256 -0.58351 -2.57568
C: -0.03220 -0.44725 2.92960
C: -3.64484 4.69234 -1.78447
H: -1.75744 4.77994 -0.72784
C: 3.75149 3.21308 -0.54651
H: 1.32978 4.27861 6.42501
H: 0.63245 5.59874 5.47041
C: -4.20899 -3.19864 -1.74334
C: -1.72250 3.36570 -2.41231
H: -1.40599 -5.68467 1.55078
C: -0.43997 1.73076 6.17374
H: -0.22884 2.44720 6.97157
H: -3.24871 -1.65811 4.75950
C: -0.36674 -1.79791 2.91266
H: -2.12607 2.04887 -4.11374
C: -3.03727 -3.65923 -2.60830
N: -0.44135 1.81488 3.73303
H: -3.25677 -4.63470 -3.06549
C: -0.46091 -2.30708 -1.77809
H: 4.75135 -0.27321 -2.91407
H: 3.26879 3.40940 0.43395
C: -2.34412 -1.32599 4.24536
C: -1.31585 -5.64746 0.45849
C: 0.43646 4.59233 5.86136
H: 4.28654 -1.18704 1.82820
O: 0.11931 2.26456 1.52189
H: -1.08466 -3.49732 0.53319
C: 0.14827 3.69070 4.72687
H: 5.38544 0.19813 1.61061
H: -2.73529 -4.03039 0.22780
H: -0.68290 -4.26421 -4.54709
C: 0.27918 3.89148 3.37286
H: 4.96420 5.02879 -0.43424
H: -0.41287 4.65124 6.55674
C: -0.06123 -1.87703 -3.13868
H: 3.87010 -1.37258 -1.81965
C: 2.99059 0.63477 -2.01225
H: 0.27054 -5.76393 -4.49536
H: -1.57077 0.89737 -0.83559
H: 0.52312 -0.27981 -4.41025
C: 5.10760 3.95664 -0.59961
H: -4.46459 2.86254 -4.38561
H: 2.80870 1.37612 -2.80293
H: -4.09668 -2.15377 -1.43043
N: -0.30796 2.44000 4.92211
H: 0.64586 -4.91449 -2.30288
Br: 1.22717 -2.77174 -0.83537
C: -1.68395 -4.24465 -0.00072
H: 3.09839 3.57560 -1.37044
H: 0.23737 -2.65381 -3.83565
C: 0.09866 -0.56458 -3.44012
N: -4.37754 4.16213 -2.76279
H: 0.27735 -2.49694 2.38202
C: 3.41500 0.49503 0.71704
H: -1.75275 -3.31106 3.60785
C: -2.02541 0.03192 4.24285
H: -1.49032 -5.82944 -4.29266
C: -1.17623 -1.21074 -1.04843
C: 0.24378 1.82773 -2.77961
H: -4.12325 5.43943 -1.14477
C: -3.84082 3.25454 -3.57707
H: 0.88597 -0.08715 2.46152
C: -1.50769 -2.24636 3.59321
C: -0.30626 3.03211 -2.29772
H: 0.99960 1.89909 -3.57467
H: -1.46108 1.35701 6.29483
C: -0.01945 2.65344 2.73135

Output
- total charge = +2
- gap between HOMO and LUMO (alpha / beta) (eV) = 5.7 / 5.7
- highest occupied orbital energy (alpha / beta) (eV) = -11.30 / -11.33
- calculated total energy (hartree) = -4929.369555

No. 6
Below is 2 unconnected molecules or ions with the total composition C3H10N2O2, with properties calculated with ωB97M-V with the def2-TZVPD basis set.

Element x y z (Å)
H: 2.45196 -0.83687 0.33963
C: 0.82324 -0.77503 -0.98786
N: -0.15700 0.13230 -0.39269
H: -2.00949 0.40829 1.33412
H: -1.85640 0.51294 -1.67013
H: 0.24864 -1.59296 -1.42381
O: -3.67223 0.46406 0.19144
C: -1.52974 -0.03287 -0.78342
C: -2.49026 0.31623 0.33504
H: 2.03554 2.23018 1.42334
H: 0.16192 1.09049 -0.45364
H: -1.72880 -1.08109 -0.97350
N: 1.75693 -1.43064 -0.09048
H: 1.43347 1.38812 2.53380
H: 1.40729 -0.26960 -1.74512
O: 1.91498 1.31271 1.70079
H: 1.20996 -1.83626 0.66247

Output
- ΔE to the lowest compared entry with this formula, charge and spin (kcal per mole) = 46.3
- SMILES string = NCNCC=O.O
- gap between HOMO and LUMO (eV) = 9.5
- highest occupied orbital energy (eV) = -9.02
- calculated total energy (hartree) = -380.262886

Which of these has the lowest calculated total energy? C36H52BrN3OP2Sr

calculated total energy of number 6 (C3H10N2O2)? -380.262886 hartree

What did the first record say?
Below is a molecular structure, C9H9N3O2, with properties calculated with ωB97M-V with the def2-TZVPD basis set.

Element x y z (Å)
C: -1.20127 -0.11231 0.41396
C: 1.21175 -0.19185 -0.12264
H: -0.96241 2.77972 -1.20792
H: 1.91810 -0.83273 0.36766
H: 1.18034 0.92791 1.83848
C: -0.36242 0.80176 -1.68000
H: 1.07714 -1.43402 2.46381
C: -0.09584 -2.03514 -0.44772
H: -1.39392 -0.78652 -1.65766
C: 0.61005 -0.28953 -1.27352
C: -0.89437 -0.90785 -0.68766
H: -0.13355 -2.79199 -1.18496
H: -0.38843 0.41427 2.28163
C: -0.36504 -0.25900 1.50144
N: 0.61478 -2.31044 0.66215
C: -0.02770 1.96386 0.43845
N: -0.61071 1.89551 -0.78642
H: -1.76117 0.85596 0.34074
H: 1.06782 -0.98946 -2.01736
N: 0.72750 0.87276 0.87861
O: -0.79387 0.63076 -2.80912
O: 0.11123 3.10771 1.03376
C: 0.47198 -1.30936 1.65428

Output
- ΔE to the lowest compared entry with this formula, charge and spin (kcal per mole) = 302.1
- gap between HOMO and LUMO (eV) = 6.9
- highest occupied orbital energy (eV) = -7.24
- calculated total energy (hartree) = -662.687862